This record from the OMol25 dataset describes an isolated molecule of C4H8O at a distorted geometry. The level of theory is ωB97M-V/def2-TZVPD.

XYZ file:
```
13
Properties=species:S:1:pos:R:3:lowdin_charge:R:1
C 0.9200 0.9897 1.1216 0.0066
C -0.1498 1.4771 0.4922 -0.2341
O -1.0851 0.7850 -0.1599 -0.0821
C -0.9542 -0.5705 -0.1623 -0.3173
C 0.1831 -1.1455 -1.0153 -0.0714
H 1.1694 -0.1029 1.1388 0.0653
H 1.7012 1.6492 1.4859 0.0520
H -0.4695 2.4928 0.3597 0.1172
H -0.7949 -0.9428 0.8603 0.1165
H -1.9469 -0.8845 -0.3786 0.1124
H 0.3605 -2.2593 -0.9347 0.0967
H 1.1116 -0.6599 -0.7255 0.0416
H -0.0454 -0.8284 -2.0822 0.0965
```

As for the HOMO energy: -8.9484 eV. The calculation puts the gap between HOMO and LUMO at 0.36964 Eh. The multiplicity is 1. The value obtained for the energy relative to the best compared isomer or geometry (same formula, charge and spin) is 34.8 kcal per mole. The value obtained for the total energy is -6323.6575 eV. As for the SMILES: C=COCC.

This record from the OMol25 dataset describes an isolated molecule of C4H8O. The level of theory is ωB97M-V/def2-TZVPD.

XYZ file:
```
13
Properties=species:S:1:pos:R:3:lowdin_charge:R:1
C -0.8423 1.6313 0.9409 -0.1102
C -0.6236 0.4304 0.0850 -0.1679
C -0.4188 -0.8191 0.4931 -0.1800
O 0.1179 -1.7821 -0.3191 -0.1471
C 1.1863 -1.2916 -1.1304 -0.0943
H -1.7938 2.1248 0.7288 0.0689
H -0.0517 2.3547 0.7000 0.0750
H -0.7769 1.4081 2.0097 0.0739
H -0.5244 0.6469 -0.9767 0.0987
H -0.6645 -1.1867 1.4933 0.1266
H 0.9420 -0.3620 -1.6596 0.0677
H 2.0595 -1.0930 -0.4868 0.0987
H 1.3904 -2.0616 -1.8781 0.0899
```

As for the HOMO energy: -8.5832 eV. The calculation puts the gap between HOMO and LUMO at 0.35604 Eh. The multiplicity is 1. The value obtained for the energy relative to the best compared isomer or geometry (same formula, charge and spin) is 33.0 kcal per mole. The value obtained for the total energy is -6323.7376 eV. As for the SMILES: C/C=C/OC.